Entry 1:
{"formula": "C4H7LiO2Zn", "method": "the ωB97M-V functional and the def2-TZVPD basis", "species": ["O", "C", "C", "Li", "H", "H", "H", "C", "C", "O", "H", "H", "H", "H", "Zn"], "coordinates": [[-1.194, 1.639, -0.959], [-1.253, 0.458, -1.303], [-0.382, -0.623, -0.770], [-2.499, 2.924, -0.587], [-2.113, 0.146, -1.930], [-1.026, -1.399, -0.334], [0.041, -1.116, -1.665], [1.228, -1.297, 0.967], [0.786, -0.180, 0.113], [2.530, -1.313, 1.353], [0.529, -1.865, 1.588], [0.618, 0.841, 0.499], [1.777, 0.260, -0.346], [2.847, -2.216, 1.449], [-1.890, 3.740, 1.925]], "mulliken_charge": [-0.612, 0.199, -0.571, 0.758, 0.360, 0.405, 0.308, -0.402, -0.375, -0.458, 0.343, 0.315, 0.241, 0.349, 0.141], "e_lumo_ev": [-4.09, -4.09], "spin_multiplicity": 2, "energy_ha": -2093.64003, "total_charge": 1, "relative_energy_ev": 0.0000}

Entry 2:
{"formula": "C4H7N", "method": "the ωB97M-V functional and the def2-TZVPD basis", "species": ["C", "C", "C", "C", "N", "H", "H", "H", "H", "H", "H", "H"], "coordinates": [[-0.836, -0.440, 1.150], [0.177, -0.514, 0.051], [1.646, -0.234, 0.480], [-0.278, 0.498, -0.786], [-1.062, 1.045, -1.594], [-1.255, 0.619, 1.571], [-0.435, -0.802, 2.135], [-1.755, -1.156, 1.194], [0.337, -1.432, -0.416], [2.060, -1.017, 1.249], [2.265, -0.436, -0.409], [1.965, 1.046, 0.465]], "mulliken_charge": [-1.141, 0.655, -1.198, 0.076, -0.492, 0.274, 0.324, 0.313, 0.265, 0.289, 0.374, 0.261], "e_lumo_ev": 0.61, "smiles": "CC(C)C#N", "spin_multiplicity": 1, "energy_ha": -211.25136, "relative_energy_ev": 2.9745}

Entry 3:
{"formula": "C4H7N", "method": "the ωB97M-V functional and the def2-TZVPD basis", "species": ["N", "C", "C", "C", "C", "H", "H", "H", "H", "H", "H", "H"], "coordinates": [[-0.293, 1.082, -1.185], [0.087, 0.211, -0.209], [-0.177, -1.298, -0.894], [0.943, -0.235, 1.195], [-0.425, 0.323, 1.353], [1.813, 0.257, 1.396], [0.255, 1.943, -1.335], [-1.107, -1.150, -1.502], [0.661, -1.313, -1.650], [-1.198, -0.476, 1.481], [-0.130, -2.171, -0.286], [-0.807, 1.338, 1.522]], "mulliken_charge": [-0.575, 0.574, -1.057, -0.633, -0.258, 0.210, 0.246, 0.355, 0.270, 0.204, 0.354, 0.312], "e_lumo_ev": -1.57, "spin_multiplicity": 1, "energy_ha": -211.09963, "relative_energy_ev": 7.1034}

Entry 4:
{"formula": "C4H7N", "method": "the ωB97M-V functional and the def2-TZVPD basis", "species": ["C", "N", "C", "C", "C", "H", "H", "H", "H", "H", "H", "H"], "coordinates": [[-2.137, 1.499, -0.260], [-0.956, 1.435, 0.186], [-0.211, 0.319, -0.247], [0.973, -0.009, 0.264], [1.594, -1.371, 0.148], [-2.659, 0.645, -0.704], [-2.759, 2.360, -0.030], [-0.732, -0.407, -0.877], [1.308, 0.624, 1.082], [1.707, -1.735, -0.872], [2.625, -1.212, 0.487], [1.246, -2.151, 0.822]], "mulliken_charge": [-0.216, -0.404, -0.133, -0.131, -1.029, 0.194, 0.263, 0.220, 0.336, 0.315, 0.314, 0.270], "e_lumo_ev": 0.86, "smiles": "C=N/C=C/C", "spin_multiplicity": 1, "energy_ha": -211.30458, "relative_energy_ev": 1.5263}

Entry 5:
{"formula": "C4H7N", "method": "the ωB97M-V functional and the def2-TZVPD basis", "species": ["C", "C", "C", "C", "N", "H", "H", "H", "H", "H", "H", "H"], "coordinates": [[-0.735, 0.211, 1.168], [0.243, 0.374, -0.034], [-0.221, -0.360, -1.264], [1.563, -0.095, 0.349], [2.683, -0.495, 0.345], [-0.879, -0.815, 1.579], [-1.715, 0.649, 0.783], [-0.285, 0.751, 1.950], [0.253, 1.373, -0.385], [-1.038, 0.270, -1.634], [0.759, -0.420, -1.943], [-0.629, -1.442, -0.914]], "mulliken_charge": [-1.212, 0.501, -1.066, 0.116, -0.469, 0.320, 0.309, 0.385, 0.228, 0.333, 0.319, 0.235], "e_lumo_ev": 0.83, "smiles": "CC(C)C#N", "spin_multiplicity": 1, "energy_ha": -211.32305, "relative_energy_ev": 1.0238}

Entry 6:
{"formula": "C4H7N2", "method": "the ωB97M-V functional and the def2-TZVPD basis", "species": ["C", "C", "C", "N", "C", "N", "H", "H", "H", "H", "H", "H", "H"], "coordinates": [[-2.085, 0.174, 0.275], [-0.693, 0.556, -0.303], [0.356, -0.435, -0.183], [1.584, -0.110, -0.092], [2.885, -0.434, -0.013], [2.662, 0.810, 0.050], [-2.352, -0.659, -0.242], [-2.014, -0.096, 1.285], [-2.810, 0.891, 0.100], [-0.792, 0.530, -1.336], [-0.355, 1.552, -0.052], [0.052, -1.371, 0.098], [3.561, -1.410, 0.413]], "mulliken_charge": [-1.338, -0.403, -0.127, 0.255, 0.312, -0.430, 0.408, 0.375, 0.395, 0.323, 0.418, 0.469, 0.341], "e_lumo_ev": -5.49, "smiles": "CC/C=[N+]1C=N/1", "spin_multiplicity": 1, "energy_ha": -265.67224, "total_charge": 1, "relative_energy_ev": 6.4282}

Entry 7:
{"formula": "C4H7N2", "method": "the ωB97M-V functional and the def2-TZVPD basis", "species": ["C", "C", "C", "C", "N", "N", "H", "H", "H", "H", "H", "H", "H"], "coordinates": [[-0.353, -1.532, 0.131], [-1.985, 0.027, -0.860], [-0.780, 0.671, -0.437], [1.464, 0.053, 0.493], [-3.100, -0.177, -1.127], [0.090, -0.335, 0.091], [0.081, -2.455, 0.519], [-0.363, 1.296, -1.257], [-0.972, 1.281, 0.609], [1.968, -0.739, 0.821], [1.230, 0.799, 1.383], [1.987, 0.731, -0.150], [-3.775, -0.906, -1.004]], "mulliken_charge": [-0.384, 0.146, -0.158, -0.778, -0.109, 0.096, 0.248, 0.329, 0.328, 0.327, 0.302, 0.296, 0.356], "e_lumo_ev": -4.83, "spin_multiplicity": 1, "energy_ha": -265.68609, "total_charge": 1, "relative_energy_ev": 6.0516}

Entry 8:
{"formula": "C4H7N2", "method": "the ωB97M-V functional and the def2-TZVPD basis", "species": ["C", "C", "C", "N", "C", "N", "H", "H", "H", "H", "H", "H", "H"], "coordinates": [[-0.875, -1.199, -1.208], [-0.168, -0.242, -0.331], [0.494, 0.902, -0.605], [0.934, 1.435, 0.592], [0.566, 0.644, 1.578], [-0.112, -0.370, 1.039], [-0.381, -2.166, -1.231], [-0.837, -0.932, -2.261], [-1.913, -1.328, -0.893], [0.759, 1.325, -1.552], [1.576, 2.215, 0.624], [0.454, 0.823, 2.630], [-0.495, -1.106, 1.620]], "mulliken_charge": [-1.192, 0.597, -0.433, -0.026, -0.171, -0.036, 0.343, 0.330, 0.335, 0.398, 0.250, 0.362, 0.243], "e_lumo_ev": -3.48, "smiles": "Cc1c[nH]c[nH+]1", "spin_multiplicity": 1, "energy_ha": -265.90183, "total_charge": 1, "relative_energy_ev": 0.1810}

Number 8 is which compound? C4H7N2